Entry from OMol25: a structure of composition C3H3O2Y (the ωB97M-V functional and the def2-TZVPD basis).

CARTESIAN COORDINATES (ANGSTROEM)
1 C 1.455 1.308 -0.277
2 C 0.312 0.655 0.331
3 H 1.301 1.286 -1.376
4 H -0.396 1.358 -0.200
5 H 0.167 0.740 1.416
6 O 0.798 -1.155 -1.087
7 C 0.042 -0.753 -0.213
8 Y -2.858 -1.964 0.996
9 O -0.820 -1.474 0.410

Computed properties:
- net charge = +2
- LUMO energy (alpha / beta) (eV) = -10.9 / -11.1
- total energy (Eh) = -304.0230
- energy above the lowest of the compared OMol25 structures with the same formula, charge and spin (kJ/mol) = 358.9
- gap between HOMO and LUMO (alpha / beta) (eV) = 7.6 / 4.7
- HOMO energy (alpha / beta) (eV) = -18.467 / -15.798